1.
{
  "formula": "C4H8N2O",
  "method": "ωB97M-V/def2-TZVPD",
  "relative_energy_kj_mol": 235.9,
  "e_homo_ev": -8.460,
  "homo_lumo_gap_ev": 9.12,
  "charge": 0,
  "energy_ha": -341.9138,
  "species": ["C", "C", "N", "C", "C", "O", "N", "H", "H", "H", "H", "H", "H", "H", "H"],
  "positions_angstrom": [[0.30214, 1.75563, 0.02413], [-1.13677, -0.27167, -0.59788], [0.98917, -1.86971, 0.65749], [0.75220, -0.85369, -0.29541], [-0.24529, 0.38560, 0.36778], [-2.45668, -0.13198, -0.75016], [-0.35902, -1.13558, -1.16125], [-2.78757, 0.58621, -0.19218], [1.88138, -1.83207, 1.13617], [0.64834, -2.78761, 0.38721], [1.65161, -0.48621, -0.79933], [-0.58300, 0.30118, 1.40633], [-0.45023, 2.53552, 0.18411], [1.16548, 1.99919, 0.65214], [0.62824, 1.80518, -1.01916]],
  "forces_ev_per_angstrom": [[-0.33, 0.40, 0.06], [0.68, -1.00, -0.09], [-0.05, -0.72, 0.27], [-1.14, 2.27, 2.01], [2.04, -0.40, -0.47], [-0.02, 0.04, -0.46], [-1.83, -0.31, -0.88], [0.24, -0.15, -0.13], [-0.26, -0.30, -0.35], [0.44, 0.27, 0.07], [-0.08, 0.14, 0.00], [0.43, -0.19, -0.03], [0.13, 0.08, -0.07], [-0.15, -0.08, -0.02], [-0.09, -0.05, 0.09]]
}


2.
{
  "formula": "C4H3NO2",
  "method": "ωB97M-V/def2-TZVPD",
  "relative_energy_kj_mol": 776.2,
  "e_homo_ev": [-10.365, -8.337],
  "homo_lumo_gap_ev": [9.40, 5.83],
  "charge": 0,
  "energy_ha": -359.1747,
  "species": ["C", "C", "C", "C", "N", "O", "O", "H", "H", "H"],
  "positions_angstrom": [[1.24850, 0.30083, 1.95759], [1.49683, -0.37973, 0.97402], [-1.02619, -0.08219, -0.37890], [-0.09830, 0.40444, -1.36803], [1.08464, 0.50261, -1.58133], [-1.56386, -1.25281, -0.66021], [-1.47237, 0.58623, 0.49123], [1.63729, 0.98333, -2.27070], [0.90956, 0.62881, 2.87684], [-2.21610, -1.69152, -0.04050]],
  "forces_ev_per_angstrom": [[0.47, -0.83, -1.50], [0.49, 0.31, 0.03], [-1.88, -0.56, 0.47], [0.69, 0.37, -1.27], [-0.40, -0.64, 1.49], [-0.13, -2.78, -1.11], [0.11, 1.83, 1.40], [-0.12, 0.12, -0.28], [-0.43, 0.53, 1.27], [1.20, 1.64, -0.50]]
}


3.
{
  "formula": "C17H13Br2N2O3RhS",
  "method": "ωB97M-V/def2-TZVPD",
  "relative_energy_kj_mol": 8.2,
  "e_homo_ev": [-3.264, -3.693],
  "homo_lumo_gap_ev": [5.89, 6.32],
  "charge": -1,
  "spin_multiplicity": 2,
  "energy_ha": -6647.6615,
  "species": ["Rh", "C", "C", "C", "C", "C", "C", "Br", "C", "C", "Br", "C", "O", "C", "N", "H", "H", "H", "H", "H", "H", "O", "N", "C", "C", "C", "C", "C", "S", "H", "H", "H", "H", "C", "C", "O", "H", "H", "H"],
  "positions_angstrom": [[0.29180, 1.11924, 0.38341], [-1.11657, -1.19043, -1.84621], [-1.40559, -1.61644, -0.43592], [-2.24192, -2.70957, -0.13190], [-2.47458, -3.05663, 1.16099], [-1.89391, -2.30047, 2.20003], [-2.06861, -2.53320, 3.58161], [-3.12180, -4.00832, 4.18353], [-1.49627, -1.71775, 4.51303], [-0.73920, -0.61013, 4.12128], [0.02371, 0.50562, 5.44459], [-0.53515, -0.26703, 2.77994], [0.06010, 0.79322, 2.41255], [-1.09525, -1.19471, 1.80892], [-0.85115, -0.90397, 0.51107], [-1.63270, -1.82848, -2.56550], [-0.04314, -1.23390, -2.03889], [-1.42784, -0.15394, -1.98484], [-2.70155, -3.27248, -0.93562], [-3.11692, -3.89581, 1.39231], [-1.64061, -1.92631, 5.56447], [0.63541, 1.63107, -1.56552], [1.68475, 1.01224, -2.11453], [1.66916, 0.92875, -3.45524], [2.81657, 0.74603, -4.17570], [4.03137, 0.66266, -3.49020], [4.03040, 0.68468, -2.12474], [2.83370, 0.82565, -1.38522], [2.74849, 0.74484, 0.31195], [0.68379, 1.01745, -3.88790], [2.76746, 0.66563, -5.25206], [4.96232, 0.56007, -4.03369], [4.94708, 0.58053, -1.56313], [-0.44647, 3.98665, 0.43405], [-1.03801, 2.58727, 0.45321], [-2.24478, 2.42854, 0.45668], [-1.23492, 4.74298, 0.42761], [0.17917, 4.07758, -0.45698], [0.20165, 4.11890, 1.30258]],
  "forces_ev_per_angstrom": [[0.44, 1.05, 0.54], [-0.11, -0.12, -0.04], [0.08, 0.01, -0.27], [0.01, -0.06, -0.37], [-0.03, -0.05, 0.17], [0.16, 0.21, -0.01], [-0.12, -0.20, -0.04], [0.02, 0.02, -0.03], [0.13, 0.12, 0.08], [-0.04, -0.18, 0.02], [-0.03, 0.01, 0.06], [-0.18, 0.04, -0.02], [0.14, -0.04, 0.17], [-0.17, -0.14, 0.26], [-0.42, 0.29, 0.22], [0.02, 0.02, 0.00], [0.01, -0.01, 0.01], [0.03, 0.02, 0.01], [0.04, 0.04, -0.02], [0.02, 0.00, 0.08], [0.04, 0.06, 0.01], [-0.47, -0.66, -0.29], [0.69, 1.25, -0.06], [0.02, -0.25, -0.37], [-0.13, -0.12, -0.22], [0.08, -0.06, -0.04], [-0.09, -0.11, 0.07], [-0.04, -0.40, 0.37], [0.39, -0.16, -0.23], [0.02, 0.17, 0.01], [-0.04, 0.03, 0.01], [-0.01, -0.02, 0.00], [-0.03, 0.05, 0.07], [0.16, 0.03, 0.00], [-0.72, -1.19, -0.27], [0.14, 0.31, 0.10], [0.00, -0.05, 0.01], [0.01, 0.04, 0.03], [0.00, 0.01, -0.01]]
}


4.
{
  "formula": "C8H11NO",
  "method": "ωB97M-V/def2-TZVPD",
  "relative_energy_kj_mol": 302.0,
  "e_homo_ev": -9.159,
  "homo_lumo_gap_ev": 10.07,
  "charge": 0,
  "smiles": "C1=NC[C@H]2C[C@@H]3CC[C@]12O3",
  "energy_ha": -441.3325,
  "species": ["C", "N", "C", "C", "C", "C", "C", "C", "C", "O", "H", "H", "H", "H", "H", "H", "H", "H", "H", "H", "H"],
  "positions_angstrom": [[2.02037, -1.27495, -0.00545], [2.74409, -0.22761, -0.04672], [1.99134, 1.02698, -0.17008], [0.61058, 0.76957, 0.48709], [-0.68429, 1.40407, -0.18948], [-1.25511, 0.21529, -0.99509], [-2.03386, -0.61643, 0.05735], [-0.78916, -1.34842, 0.68389], [0.36843, -0.66987, 0.01973], [-0.11581, -0.50631, -1.34199], [2.33884, -2.32094, 0.22081], [1.95682, 1.05551, -1.20883], [2.53794, 1.88682, 0.10209], [0.87766, 0.89727, 1.53755], [-1.49914, 1.60316, 0.69391], [-0.47674, 2.32276, -0.73372], [-1.82611, 0.68475, -1.78995], [-2.76838, -1.30867, -0.30877], [-2.44496, 0.07613, 0.87828], [-0.69715, -1.32614, 1.83906], [-0.85537, -2.34297, 0.27031]],
  "forces_ev_per_angstrom": [[-3.02, 2.67, 0.95], [0.79, -1.60, 0.63], [-0.80, -1.81, 0.11], [0.37, -0.07, -1.85], [-0.84, 0.51, 3.77], [-1.06, 2.05, 0.99], [1.02, 1.24, 1.81], [-0.45, -0.35, 1.43], [3.08, -1.36, -0.09], [0.53, -0.66, 0.11], [-0.14, 1.02, -0.67], [-0.74, 0.67, -2.17], [0.68, 0.76, 0.98], [-1.15, -0.13, 0.24], [2.18, 0.28, -2.22], [-0.07, -0.10, -0.11], [-0.01, -0.87, -0.65], [-0.31, -0.19, -0.19], [0.00, -1.21, -1.59], [-0.37, -0.21, -1.97], [0.29, -0.67, 0.50]]
}


5.
{
  "formula": "C32H36BrO2P",
  "method": "ωB97M-V/def2-TZVPD",
  "e_homo_ev": -9.123,
  "homo_lumo_gap_ev": 8.68,
  "charge": 0,
  "smiles": "O=C(Br)C[PH3]O.c1ccccc1.c1ccccc1.c1ccccc1.c1ccccc1.c1ccccc1",
  "energy_ha": -4306.6819,
  "species": ["O", "C", "Br", "C", "P", "O", "H", "H", "H", "H", "H", "H", "C", "C", "C", "C", "C", "C", "H", "H", "H", "H", "H", "H", "C", "C", "C", "C", "C", "C", "H", "H", "H", "H", "H", "H", "C", "C", "C", "C", "C", "C", "H", "H", "H", "H", "H", "H", "C", "C", "C", "C", "C", "C", "H", "H", "H", "H", "H", "H", "C", "C", "C", "C", "C", "C", "H", "H", "H", "H", "H", "H"],
  "positions_angstrom": [[3.35678, -2.97448, 1.19320], [2.98359, -2.78469, -0.08092], [3.33662, -4.10543, -1.54492], [2.14373, -1.41582, -0.51021], [0.28825, -1.97923, -0.61035], [-1.36419, -2.57741, -0.72841], [2.50121, -0.97536, -1.55707], [2.30294, -0.52689, 0.26271], [0.66004, -3.33801, -0.19484], [-0.09755, -1.01829, 0.41848], [0.31731, -1.63727, -2.03058], [-1.40218, -3.28056, 0.00943], [7.22973, -1.40761, 4.88199], [6.06666, -0.83309, 4.37012], [5.33203, -1.49920, 3.38961], [5.76311, -2.73907, 2.91725], [6.93124, -3.30934, 3.42243], [7.66390, -2.64500, 4.40567], [7.79827, -0.89145, 5.65078], [5.73199, 0.13428, 4.73628], [4.42380, -1.05270, 2.99339], [5.18962, -3.25946, 2.15523], [7.27062, -4.27287, 3.05018], [8.57291, -3.09062, 4.80093], [3.29360, 2.74831, -2.73780], [2.64058, 3.84879, -2.18345], [2.54864, 3.98117, -0.79824], [3.10643, 3.00997, 0.03355], [3.75136, 1.90471, -0.52088], [3.84662, 1.77418, -1.90608], [3.37092, 2.64887, -3.81709], [2.20362, 4.60439, -2.83154], [2.04261, 4.84071, -0.36654], [3.03724, 3.11413, 1.11279], [4.18097, 1.14465, 0.12711], [4.35128, 0.91400, -2.33796], [-4.34257, 0.82513, -3.78115], [-3.76424, 2.04349, -3.42629], [-2.82059, 2.09600, -2.40085], [-2.45800, 0.92977, -1.72656], [-3.04320, -0.28717, -2.07517], [-3.98411, -0.34035, -3.10316], [-5.07284, 0.78349, -4.58470], [-4.04858, 2.95280, -3.94993], [-2.36756, 3.04518, -2.12686], [-1.72095, 0.96993, -0.92936], [-2.76518, -1.19527, -1.54582], [-4.43832, -1.28914, -3.37628], [0.70651, -3.73726, 2.93628], [-0.61691, -3.44123, 3.26142], [-1.19513, -3.99264, 4.40440], [-0.45068, -4.84439, 5.22082], [0.86988, -5.14783, 4.89066], [1.44934, -4.59346, 3.74970], [1.15885, -3.30214, 2.04928], [-1.19797, -2.77953, 2.62392], [-2.22550, -3.75898, 4.65932], [-0.90004, -5.27209, 6.11275], [1.44840, -5.81634, 5.52355], [2.47918, -4.82816, 3.49382], [-8.35831, 5.95822, -3.86640], [-7.59407, 6.01781, -2.70142], [-6.90480, 4.88869, -2.26009], [-6.98324, 3.69749, -2.98198], [-7.75499, 3.63528, -4.14193], [-8.44127, 4.76544, -4.58537], [-8.88985, 6.84003, -4.21366], [-7.53490, 6.94530, -2.13737], [-6.30654, 4.93647, -1.35398], [-6.44429, 2.81837, -2.63983], [-7.82106, 2.70538, -4.70146], [-9.04075, 4.71745, -5.49060]],
  "forces_ev_per_angstrom": [[-2.60, 0.68, -8.68], [1.46, 1.73, 6.54], [-0.34, 1.07, 1.35], [2.20, 0.16, -0.10], [-0.60, -0.70, -0.23], [1.14, -1.23, 1.79], [-0.60, -1.30, 2.18], [-0.10, -2.29, -1.32], [-0.13, 1.13, -0.30], [0.34, -0.63, -0.88], [-0.57, -0.27, 1.21], [-0.30, 1.53, -1.73], [-0.07, -0.10, -0.14], [0.05, -0.15, -0.05], [0.18, -0.07, 0.07], [0.16, -0.03, 0.06], [-0.03, 0.21, 0.12], [-0.14, 0.09, -0.04], [-0.07, -0.07, -0.11], [0.05, -0.14, -0.04], [0.10, -0.11, 0.04], [0.21, 0.14, 0.25], [-0.06, 0.14, 0.06], [-0.12, 0.07, -0.05], [-0.02, -0.02, 0.18], [0.06, -0.10, 0.10], [0.08, -0.15, -0.07], [-0.02, -0.02, -0.19], [-0.07, 0.11, -0.07], [-0.12, 0.16, 0.04], [-0.02, 0.01, 0.15], [0.08, -0.12, 0.10], [0.08, -0.13, -0.06], [0.01, -0.01, -0.14], [-0.01, 0.12, -0.09], [-0.04, 0.12, 0.06], [0.12, -0.04, 0.16], [0.08, -0.09, 0.05], [-0.04, -0.13, -0.02], [-0.21, 0.00, -0.24], [-0.07, -0.01, -0.01], [0.05, 0.28, -0.01], [0.08, 0.02, 0.09], [0.04, -0.13, 0.08], [-0.06, -0.12, -0.05], [-0.09, 0.01, -0.05], [-0.08, 0.23, -0.14], [0.07, 0.13, 0.05], [-0.17, -0.08, 0.13], [0.14, -0.16, 0.11], [0.12, -0.06, 0.00], [0.05, 0.10, -0.19], [-0.08, 0.12, -0.12], [-0.11, 0.02, 0.02], [-0.01, -0.11, 0.27], [0.03, -0.03, 0.10], [0.15, -0.03, -0.03], [0.05, 0.06, -0.13], [-0.09, 0.12, -0.10], [-0.14, 0.08, 0.01], [0.08, -0.18, 0.05], [0.01, -0.13, -0.09], [-0.10, -0.01, -0.17], [-0.10, 0.13, -0.02], [0.02, 0.16, 0.08], [0.10, 0.04, 0.15], [0.07, -0.12, 0.05], [0.00, -0.14, -0.09], [-0.08, -0.02, -0.13], [-0.08, 0.12, -0.04], [0.01, 0.14, 0.09], [0.09, 0.01, 0.13]]
}


6.
{
  "formula": "C5H9N3",
  "method": "ωB97M-V/def2-TZVPD",
  "relative_energy_kj_mol": 503.9,
  "e_homo_ev": -7.415,
  "homo_lumo_gap_ev": 8.22,
  "charge": 0,
  "smiles": "C/N=C/C1=CNNC1",
  "energy_ha": -360.0054,
  "species": ["C", "N", "C", "C", "C", "N", "N", "C", "H", "H", "H", "H", "H", "H", "H", "H", "H"],
  "positions_angstrom": [[-2.51392, 0.39263, 2.28367], [-1.69695, 0.24166, 1.21070], [-0.40143, 0.01336, 1.38396], [0.38970, -0.21990, 0.07346], [1.67294, -0.65780, -0.12554], [1.99995, -0.62159, -1.49800], [1.00216, 0.25432, -2.15094], [-0.13701, 0.49853, -1.27829], [-1.84579, 0.23004, 3.22173], [-3.48443, -0.14179, 2.15729], [-2.77012, 1.43916, 2.28415], [0.11165, -0.08328, 2.40200], [2.38821, -1.33200, 0.35102], [3.22305, -0.64975, -1.80893], [0.68976, -0.35688, -2.76347], [-0.44755, 1.63358, -1.29938], [-1.06259, -0.02074, -1.50029]],
  "forces_ev_per_angstrom": [[-0.15, 0.60, 3.15], [5.41, -1.43, -2.43], [-1.94, -0.62, -2.30], [0.10, 2.59, 1.69], [-0.92, -0.71, -1.99], [3.10, -0.02, 0.27], [2.68, 2.23, 1.87], [0.63, 0.62, 2.70], [-1.92, -0.17, -0.60], [0.91, -0.05, 0.55], [-0.52, 0.65, 0.38], [-0.79, 0.07, -1.22], [-0.55, 0.63, 0.91], [-5.22, 1.07, 1.20], [-1.74, -3.10, -4.26], [0.92, -2.00, 0.80], [0.01, -0.36, -0.73]]
}


7.
{
  "formula": "C6H5P",
  "method": "ωB97M-V/def2-TZVPD",
  "relative_energy_kj_mol": 136.8,
  "e_homo_ev": [-6.071, -8.542],
  "homo_lumo_gap_ev": [6.02, 7.28],
  "charge": 0,
  "spin_multiplicity": 3,
  "energy_ha": -572.7185,
  "species": ["C", "C", "C", "C", "C", "C", "P", "H", "H", "H", "H", "H"],
  "positions_angstrom": [[-0.52821, 0.15961, 1.52222], [0.80446, 0.32069, 0.94039], [-1.65084, -0.10205, 0.85543], [1.14428, 0.16979, -0.30810], [-0.38744, -0.23456, -1.60898], [1.06743, -0.14486, -1.72354], [-1.87599, -0.30396, -0.94782], [-0.55255, 0.25382, 2.59778], [1.58077, 0.58546, 1.64964], [-2.57369, -0.24710, 1.39956], [1.42615, 0.63595, -2.39538], [1.54564, -1.09279, -1.98119]],
  "forces_ev_per_angstrom": [[0.75, -0.23, 0.13], [-0.64, -0.30, 0.06], [-0.34, -0.71, -0.64], [3.16, 1.15, 0.84], [-2.32, -0.26, -1.74], [-0.98, -0.83, 0.83], [0.57, 0.35, -0.17], [-0.17, 0.16, 0.24], [0.15, 0.30, 0.17], [-0.15, 0.19, 0.15], [-0.03, 0.15, 0.09], [0.01, 0.01, 0.04]]
}


8.
{
  "formula": "C8H6F5S",
  "method": "ωB97M-V/def2-TZVPD",
  "e_homo_ev": -14.250,
  "homo_lumo_gap_ev": 9.11,
  "charge": 1,
  "energy_ha": -1205.6834,
  "species": ["F", "C", "F", "F", "C", "C", "C", "C", "C", "C", "F", "F", "S", "C", "H", "H", "H", "H", "H", "H"],
  "positions_angstrom": [[2.55640, -2.09313, -0.15896], [2.74431, -0.76948, -0.34457], [3.66861, -0.35238, 0.54658], [3.26495, -0.57893, -1.57207], [1.45262, -0.01105, -0.17978], [1.40616, 1.32736, -0.55488], [0.24298, 2.05650, -0.38396], [-0.88343, 1.45555, 0.15076], [-0.82158, 0.11491, 0.51831], [-2.01596, -0.53950, 1.07709], [-2.96129, 0.28407, 1.53628], [-1.77989, -1.49591, 1.98332], [-3.02684, -1.56373, -0.25654], [0.34278, -0.62523, 0.36336], [2.27966, 1.79778, -0.98072], [0.21024, 3.09551, -0.67093], [-1.79108, 2.02332, 0.29054], [-1.96152, -1.94042, -0.98175], [-3.32209, -0.52611, -1.05684], [0.39497, -1.65914, 0.67476]],
  "forces_ev_per_angstrom": [[0.15, 0.44, -0.13], [0.52, -0.17, 0.07], [-0.42, -0.20, -0.31], [-0.24, -0.15, 0.38], [0.07, 0.09, -0.02], [-0.02, -0.07, 0.02], [-0.06, 0.05, -0.02], [0.00, -0.08, -0.03], [-0.06, 0.21, 0.02], [-0.38, -0.15, 0.72], [0.31, -0.17, -0.12], [0.06, 0.37, -0.33], [-0.23, -0.21, -0.02], [0.12, -0.12, -0.01], [0.09, 0.01, -0.03], [0.01, 0.09, -0.01], [-0.05, 0.05, 0.02], [0.09, -0.06, -0.12], [0.03, 0.12, -0.10], [0.01, -0.05, 0.01]]
}


9.
{
  "formula": "C2H4N4O",
  "method": "ωB97M-V/def2-TZVPD",
  "relative_energy_kj_mol": 214.8,
  "e_homo_ev": -9.109,
  "homo_lumo_gap_ev": 9.80,
  "charge": 0,
  "smiles": "Nc1nc(O)n[nH]1",
  "energy_ha": -372.8185,
  "species": ["N", "C", "N", "C", "O", "N", "N", "H", "H", "H", "H"],
  "positions_angstrom": [[1.53532, 1.15957, -0.76034], [0.38467, 0.39741, -0.43146], [-0.28405, 0.51253, 0.66036], [-1.05165, -0.59992, 0.77225], [-2.09059, -0.77269, 1.74570], [-0.90521, -1.45195, -0.23068], [-0.01224, -0.74622, -1.07579], [2.43773, 0.66503, -0.87372], [1.49621, 2.17385, -0.35885], [-1.43113, -0.26810, 2.62071], [-0.07907, -1.06951, -2.06819]],
  "forces_ev_per_angstrom": [[-1.24, 1.67, 0.21], [1.69, -0.76, -1.14], [-0.60, 0.61, 2.44], [-1.95, -0.84, -1.20], [6.25, 2.81, 2.43], [-0.02, 1.50, -0.13], [-0.63, -1.29, 0.08], [-1.20, 0.75, 0.31], [0.51, -3.03, -0.93], [-3.58, -2.25, -3.55], [0.77, 0.84, 1.47]]
}